Record 1
Below is a structure of composition C4H4NO3, with properties calculated with ωB97M-V with the def2-TZVPD basis set.

Atoms and positions in Å:
C: -0.35 1.74 0.54
C: -1.51 -0.50 -0.01
C: -0.27 0.47 0.00
C: 1.48 -0.48 -0.22
N: -0.49 1.78 -0.72
O: -1.26 -1.63 -0.48
O: -2.61 -0.11 0.42
O: 1.15 -1.62 0.35
H: -0.36 2.60 1.18
H: 2.20 0.05 0.28
H: 1.78 -0.44 -1.24
H: 0.24 -1.87 -0.11

Computed properties:
HOMO energy	-3.98	eV
HOMO-LUMO gap	8.03	eV
total energy	-11843.245	eV
ΔE to the lowest compared entry with this formula, charge and spin	83.00	kcal/mol
net charge	-1
maximum force	5.383	eV/A

---

Record 2
Below is a structure of composition C10H13O3, with properties calculated with ωB97M-V with the def2-TZVPD basis set.

Atoms and positions in Å:
C: 1.26 2.68 -0.52
C: 1.56 4.19 -0.51
C: 2.48 1.83 -0.16
O: 3.45 2.33 0.40
O: 2.35 0.58 -0.40
H: 0.37 2.48 0.06
H: 0.94 2.49 -1.53
H: 1.39 4.83 -1.37
H: 2.58 4.34 -0.17
H: 1.17 4.71 0.37
C: -2.19 -3.36 1.90
C: -1.65 -0.61 -0.64
C: -0.32 -0.79 -1.06
C: -2.31 -1.51 0.18
C: -1.62 -2.59 0.73
C: 0.28 -1.97 -0.68
C: -0.31 -2.75 0.32
O: 0.35 0.20 -1.67
H: -2.23 0.14 -1.19
H: -3.31 -1.31 0.56
H: 1.35 -2.01 -0.81
H: 1.30 0.32 -1.12
H: -3.04 -2.87 2.36
H: -1.48 -3.47 2.72
H: 0.29 -3.59 0.67
H: -2.65 -4.30 1.56

Computed properties:
HOMO energy (alpha / beta)	3.54 / -1.74	eV
HOMO-LUMO gap (alpha / beta)	1.98 / 7.24	eV
total energy	-16721.334	eV
ΔE to the lowest compared entry with this formula, charge and spin	0.00	kcal/mol
multiplicity	2
net charge	-2
maximum force	2.434	eV/A

---

Record 3
Below is a structure of composition C3H5BrF2S, with properties calculated with ωB97M-V with the def2-TZVPD basis set.

Atoms and positions in Å:
C: -1.95 -0.62 -0.14
C: -0.57 0.13 0.10
C: 2.15 0.41 0.10
F: 2.01 1.15 -0.98
F: 2.10 1.29 1.13
S: 0.89 -0.88 0.24
Br: 3.83 -0.52 0.04
H: -2.08 -1.21 -1.17
H: -2.21 -1.29 0.59
H: -2.85 0.12 -0.23
H: -0.79 0.73 1.06
H: -0.53 0.69 -0.74

Computed properties:
HOMO energy (alpha / beta)	-4.58 / -10.62	eV
HOMO-LUMO gap (alpha / beta)	5.39 / 7.24	eV
total energy	-89498.623	eV
ΔE to the lowest compared entry with this formula, charge and spin	6.08	kcal/mol
multiplicity	3
net charge	0
maximum force	6.034	eV/A

---

Record 4
Below is a cluster of 5 separate species, C2H13NO4 in total, with properties calculated with ωB97M-V with the def2-TZVPD basis set.

Atoms and positions in Å:
C: 0.31 2.75 1.52
C: -0.43 2.85 0.41
N: -1.62 2.17 0.12
H: 0.35 1.78 2.02
H: 0.96 3.57 1.75
H: -0.25 3.67 -0.27
H: -1.88 1.46 0.78
H: -1.71 1.99 -0.87
O: -3.92 -2.00 -1.80
H: -3.09 -2.42 -1.61
H: -4.36 -2.06 -0.95
O: 2.43 -0.19 -2.24
H: 2.45 -0.24 -1.29
H: 1.65 -0.64 -2.56
O: 2.38 -2.63 1.68
H: 1.53 -2.92 2.01
H: 2.92 -3.39 1.49
O: 0.58 -1.50 -0.25
H: 0.28 -0.59 -0.15
H: 1.41 -1.66 0.22

Computed properties:
HOMO energy	-8.48	eV
HOMO-LUMO gap	8.79	eV
total energy	-11963.957	eV
ΔE to the lowest compared entry with this formula, charge and spin	34.80	kcal/mol
net charge	0
maximum force	1.604	eV/A
SMILES	C=CN.O.O.O.O

---

Record 5
Below is the molecule C7H8ClFS, with properties calculated with ωB97M-V with the def2-TZVPD basis set.

Atoms and positions in Å:
C: 0.24 1.61 0.18
C: -1.10 1.37 -0.49
C: -1.37 1.73 -1.74
C: 0.83 0.35 0.63
C: 1.28 -0.70 1.02
C: -0.04 -2.40 -0.46
C: -1.10 -3.13 -0.75
H: -0.52 2.01 2.40
H: 0.92 2.08 -0.54
H: -1.84 0.88 0.13
H: -2.35 1.55 -2.17
H: -0.63 2.22 -2.36
H: 1.69 -1.63 1.35
H: -1.11 -4.19 -0.50
H: -1.97 -2.69 -1.23
F: 1.04 -2.90 0.13
S: 0.12 2.82 1.55
Cl: 0.12 -0.72 -0.79

Computed properties:
HOMO energy	-6.53	eV
HOMO-LUMO gap	7.25	eV
total energy	-33454.105	eV
net charge	0
maximum force	14.751	eV/A

---

Record 6
Below is a cluster of 12 separate species, C28H42F3N11O7P2S in total, with properties calculated with ωB97M-V with the def2-TZVPD basis set.

Atoms and positions in Å:
C: 3.07 -0.17 1.24
P: 3.02 0.36 -0.51
C: 2.01 -0.84 -1.46
C: 2.12 2.01 -0.52
P: 2.78 3.22 -1.93
O: 4.32 2.76 -2.00
O: 2.80 4.56 -1.00
O: 2.51 2.64 0.75
C: 1.45 3.20 1.34
O: 1.39 3.60 2.45
O: 0.39 3.18 0.48
C: 0.60 1.99 -0.29
S: -0.63 2.07 -1.63
O: -0.05 2.10 -2.94
O: -1.61 3.05 -1.27
C: -1.56 0.44 -1.43
F: -1.79 -0.08 -2.62
F: -2.71 0.72 -0.83
F: -0.90 -0.43 -0.68
H: 3.89 0.37 1.70
H: 2.16 -0.06 1.84
H: 3.34 -1.22 1.21
H: 2.59 -1.11 -2.34
H: 1.06 -0.43 -1.81
H: 1.81 -1.73 -0.86
H: 4.81 2.86 -1.17
H: 3.69 4.78 -0.67
H: 0.31 1.16 0.37
C: -4.99 -0.42 0.72
C: -6.04 -1.39 1.01
N: -6.86 -2.16 1.26
H: -4.20 -0.47 1.47
H: -4.55 -0.61 -0.25
H: -5.37 0.60 0.74
C: -5.32 2.58 -2.41
C: -5.42 2.72 -0.97
N: -5.49 2.84 0.17
H: -5.05 1.56 -2.68
H: -6.28 2.82 -2.88
H: -4.56 3.26 -2.80
C: -1.27 -3.50 0.26
C: -0.12 -2.97 0.97
N: 0.81 -2.55 1.50
H: -1.11 -3.40 -0.81
H: -1.43 -4.55 0.49
H: -2.17 -2.95 0.54
C: 1.15 0.13 -5.13
C: 2.23 -0.86 -5.15
N: 3.09 -1.61 -5.17
H: 0.43 -0.12 -4.36
H: 1.55 1.12 -4.92
H: 0.64 0.16 -6.09
C: 5.48 -3.05 -7.12
C: 6.57 -4.01 -7.07
N: 7.43 -4.77 -7.04
H: 4.76 -3.23 -6.33
H: 5.86 -2.03 -7.00
H: 4.96 -3.11 -8.08
C: -0.31 1.61 4.96
C: 0.68 0.54 4.94
N: 1.47 -0.29 4.93
H: -1.12 1.39 5.65
H: 0.15 2.55 5.25
H: -0.73 1.74 3.96
C: -5.94 -0.03 4.71
C: -4.71 0.15 5.46
N: -3.73 0.29 6.03
H: -5.78 0.17 3.65
H: -6.32 -1.05 4.80
H: -6.72 0.65 5.06
C: 0.96 -4.94 -4.93
C: 0.72 -4.13 -3.76
N: 0.54 -3.45 -2.85
H: 0.58 -4.45 -5.82
H: 2.03 -5.10 -5.06
H: 0.48 -5.91 -4.83
C: 4.74 3.40 3.12
C: 4.95 4.01 1.82
N: 5.10 4.50 0.79
H: 4.29 2.42 3.00
H: 5.69 3.29 3.64
H: 4.07 4.02 3.71
C: -3.94 3.83 3.06
C: -2.94 3.92 4.12
N: -2.15 4.00 4.95
H: -3.52 4.17 2.12
H: -4.26 2.79 2.94
H: -4.81 4.44 3.30
C: 0.74 -5.14 3.96
C: 0.98 -6.52 3.57
N: 1.17 -7.60 3.25
H: 0.86 -4.47 3.11
H: -0.27 -5.02 4.36
H: 1.44 -4.82 4.73

Computed properties:
HOMO energy	-8.50	eV
HOMO-LUMO gap	8.27	eV
total energy	-98002.585	eV
ΔE to the lowest compared entry with this formula, charge and spin	0.00	kcal/mol
net charge	0
maximum force	1.586	eV/A
SMILES	CP(C)[C@]1(P(O)O)OC(=O)O[C@H]1S(=O)(=O)C(F)(F)F.CC#N.CC#N.CC#N.CC#N.CC#N.CC#N.CC#N.CC#N.CC#N.CC#N.CC#N

---

Record 7
Below is a structure of composition C15H39AsCuN4O5PSTe2, with properties calculated with ωB97M-V with the def2-TZVPD basis set.

Atoms and positions in Å:
Cu: 8.33 10.19 13.90
N: 9.73 10.77 15.43
C: 9.93 9.71 16.47
C: 10.02 10.21 17.94
C: 11.43 10.03 18.63
C: 11.72 8.67 19.14
N: 11.46 7.61 18.13
C: 12.29 7.60 17.05
N: 13.55 8.04 17.14
N: 11.88 7.02 15.98
C: 8.83 8.57 16.22
O: 9.17 7.40 16.51
O: 7.75 8.87 15.67
H: 10.67 11.14 15.29
H: 9.24 11.55 15.82
H: 10.85 9.19 16.18
H: 9.20 9.92 18.65
H: 9.83 11.33 17.87
H: 11.52 10.74 19.44
H: 12.17 10.35 17.91
H: 11.04 8.52 20.03
H: 12.78 8.54 19.54
H: 10.49 7.43 17.86
H: 13.83 8.49 18.00
H: 13.97 8.34 16.28
H: 10.89 6.88 15.74
H: 12.58 6.81 15.31
C: 5.40 12.23 14.66
Te: 6.23 11.18 13.04
C: 4.94 9.51 13.62
H: 4.33 12.14 14.60
H: 5.85 13.19 14.45
H: 5.72 11.84 15.60
H: 5.23 8.67 13.02
H: 3.92 9.84 13.45
H: 5.22 9.42 14.62
C: 14.69 10.32 11.51
As: 13.24 9.83 12.59
C: 13.00 7.98 12.21
C: 11.77 10.80 11.83
S: 13.66 10.25 14.66
H: 15.58 10.56 12.15
H: 14.46 11.22 10.93
H: 14.98 9.52 10.89
H: 12.64 7.84 11.12
H: 12.15 7.57 12.74
H: 13.90 7.41 12.45
H: 11.61 10.54 10.78
H: 12.10 11.81 11.90
H: 10.90 10.69 12.50
C: 9.54 5.69 9.47
C: 10.30 6.99 9.55
O: 10.21 7.58 10.81
P: 8.96 8.39 11.44
O: 9.47 9.02 12.70
Te: 7.75 9.80 10.00
O: 7.96 7.19 11.87
C: 8.08 6.33 12.99
C: 6.65 5.98 13.45
H: 9.68 5.31 8.49
H: 8.50 5.94 9.70
H: 9.96 5.07 10.25
H: 10.09 7.78 8.77
H: 11.31 6.85 9.39
H: 8.82 6.75 13.77
H: 8.64 5.42 12.61
H: 6.39 6.73 14.20
H: 6.64 5.08 14.03
H: 5.98 5.82 12.55

Computed properties:
HOMO energy	-6.65	eV
HOMO-LUMO gap	6.82	eV
total energy	-172577.388	eV
ΔE to the lowest compared entry with this formula, charge and spin	7.28	kcal/mol
net charge	0
maximum force	2.424	eV/A

---

Record 8
Below is the molecule C4H8N2O3, with properties calculated with ωB97M-V with the def2-TZVPD basis set.

Atoms and positions in Å:
C: 0.00 -0.12 2.57
O: 0.40 -1.04 1.58
N: 0.47 -0.48 0.23
C: 1.82 -0.20 -0.18
C: -0.68 -0.18 -0.34
O: -1.79 -0.38 0.12
C: -0.57 0.40 -1.84
N: -1.79 0.40 -2.38
O: 0.44 0.83 -2.36
H: 0.67 0.74 2.62
H: -1.03 0.22 2.41
H: 0.05 -0.68 3.51
H: 1.96 -0.43 -1.23
H: 2.07 0.86 -0.02
H: 2.48 -0.82 0.42
H: -1.95 0.78 -3.30
H: -2.56 0.10 -1.79

Computed properties:
HOMO energy	-9.55	eV
HOMO-LUMO gap	10.43	eV
total energy	-13399.010	eV
ΔE to the lowest compared entry with this formula, charge and spin	61.77	kcal/mol
net charge	0
maximum force	2.683	eV/A
SMILES	CON(C)C(=O)C(N)=O

---

Record 9
Below is the molecule C3H7N3S, with properties calculated with ωB97M-V with the def2-TZVPD basis set.

Atoms and positions in Å:
H: 3.31 1.74 -0.20
N: 2.51 1.97 0.32
C: 1.96 0.72 0.45
N: 0.59 0.76 0.90
C: 0.06 -0.53 1.39
C: -0.34 -1.59 0.25
N: -1.25 -1.51 -0.69
S: -1.75 -0.03 -1.33
H: 2.41 -0.41 0.14
H: 0.30 1.66 1.26
H: -0.93 -0.41 1.89
H: 0.58 -0.93 2.19
H: 0.15 -2.44 0.53
H: -0.74 1.11 -0.88

Computed properties:
HOMO energy	-8.69	eV
HOMO-LUMO gap	9.09	eV
total energy	-18526.350	eV
ΔE to the lowest compared entry with this formula, charge and spin	95.02	kcal/mol
net charge	0
maximum force	6.197	eV/A
SMILES	[H]/N=C/NC/C=N\S

---

Record 10
Below is a cluster of 2 separate species, C2H7O2 in total, with properties calculated with ωB97M-V with the def2-TZVPD basis set.

Atoms and positions in Å:
O: 0.85 -1.48 -1.62
H: 0.83 -0.92 -0.75
C: -0.05 0.96 0.80
O: 0.78 -0.07 0.57
C: -1.52 0.72 0.42
H: -0.06 1.29 1.85
H: 0.23 1.92 0.26
H: 1.14 -2.34 -1.32
H: -1.59 0.36 -0.61
H: -1.98 -0.04 1.05
H: -2.14 1.63 0.53

Computed properties:
HOMO energy	-2.90	eV
HOMO-LUMO gap	7.65	eV
total energy	-6282.632	eV
ΔE to the lowest compared entry with this formula, charge and spin	1.37	kcal/mol
net charge	-1
maximum force	0.737	eV/A

---

Record 11
Below is a structure of composition C34H54CoN3O2P2, with properties calculated with ωB97M-V with the def2-TZVPD basis set.

Atoms and positions in Å:
C: 2.53 -0.46 -1.61
C: 0.79 0.60 -2.87
C: 3.33 -0.56 -2.75
C: 1.66 0.66 -4.00
C: 2.91 0.06 -3.92
H: 4.29 -1.06 -2.65
H: 1.28 1.12 -4.90
H: 3.57 0.07 -4.79
N: 1.32 0.12 -1.69
P: 2.20 0.15 1.04
P: -1.70 0.56 -1.58
C: 2.93 -0.99 -0.24
H: 2.51 -1.99 -0.07
H: 4.02 -1.06 -0.15
C: -0.58 0.93 -2.89
H: -0.96 1.34 -3.82
C: -2.62 -0.99 -2.35
C: -2.99 2.02 -1.58
C: 2.28 -0.80 2.67
C: 3.44 1.60 0.99
C: -3.32 -1.73 -1.22
H: -4.13 -1.13 -0.77
H: -3.77 -2.65 -1.62
H: -2.63 -2.02 -0.42
C: -3.64 -0.61 -3.44
H: -4.49 -0.03 -3.06
H: -3.16 -0.07 -4.27
H: -4.05 -1.54 -3.85
C: -1.60 -1.88 -3.07
H: -2.11 -2.81 -3.39
H: -1.18 -1.39 -3.95
H: -0.77 -2.18 -2.42
C: -4.25 1.58 -0.82
H: -4.00 1.18 0.17
H: -4.90 2.46 -0.68
H: -4.85 0.84 -1.36
C: -2.39 3.23 -0.84
H: -2.23 3.04 0.22
H: -1.44 3.55 -1.29
H: -3.09 4.07 -0.93
C: -3.31 2.52 -2.99
H: -3.78 1.78 -3.64
H: -4.02 3.36 -2.89
H: -2.41 2.90 -3.49
C: 3.22 2.49 2.23
H: 3.81 3.41 2.10
H: 2.17 2.80 2.32
H: 3.55 2.02 3.16
C: 3.19 2.46 -0.26
H: 3.41 1.91 -1.18
H: 2.16 2.83 -0.30
H: 3.86 3.33 -0.22
C: 4.90 1.14 0.94
H: 5.54 2.03 0.96
H: 5.19 0.51 1.78
H: 5.13 0.60 0.01
C: 1.55 -2.14 2.53
H: 1.99 -2.78 1.76
H: 1.62 -2.67 3.49
H: 0.49 -1.99 2.31
C: 1.56 0.01 3.77
H: 0.50 0.17 3.51
H: 1.60 -0.57 4.70
H: 2.02 0.98 3.96
C: 3.73 -1.06 3.09
H: 4.31 -1.54 2.29
H: 4.25 -0.15 3.43
H: 3.73 -1.76 3.94
Co: 0.19 0.35 -0.15
C: 0.05 1.88 0.63
O: -0.03 2.94 1.13
N: -0.28 -1.40 0.08
C: -0.18 -2.52 -0.31
C: -0.17 -3.92 -0.43
C: -0.57 -4.68 0.69
C: 0.21 -4.56 -1.63
C: -0.59 -6.07 0.60
H: -0.86 -4.18 1.61
C: 0.16 -5.95 -1.71
H: 0.54 -3.96 -2.47
C: -0.24 -6.71 -0.61
H: -0.88 -6.67 1.47
H: 0.44 -6.44 -2.64
H: -0.28 -7.80 -0.68
C: -0.97 2.97 4.17
N: -2.17 2.66 3.41
C: -3.14 3.72 3.20
C: -2.35 1.45 2.83
O: -1.46 0.60 2.67
H: -1.22 3.78 4.87
H: -0.16 3.32 3.50
H: -0.63 2.09 4.72
H: -2.86 4.36 2.35
H: -4.12 3.28 3.00
H: -3.19 4.35 4.10
H: -3.39 1.28 2.49

Computed properties:
HOMO energy (alpha / beta)	-8.66 / -10.40	eV
HOMO-LUMO gap (alpha / beta)	6.15 / 6.24	eV
total energy	-100898.218	eV
ΔE to the lowest compared entry with this formula, charge and spin	0.00	kcal/mol
multiplicity	4
net charge	+1
maximum force	6.226	eV/A

---

Record 12
Below is a cluster of 2 separate species, C4H11OS in total, with properties calculated with ωB97M-V with the def2-TZVPD basis set.

Atoms and positions in Å:
C: 2.10 -1.20 -0.37
C: 2.09 -0.33 0.90
S: 1.89 1.43 0.55
H: 2.61 -0.64 -1.14
H: 1.08 -1.36 -0.70
H: 2.58 -2.18 -0.22
H: 1.27 -0.68 1.54
H: 2.99 -0.61 1.47
H: 0.25 1.07 -1.03
C: -1.38 0.63 0.06
O: -0.69 0.78 -1.15
C: -2.88 0.50 -0.26
H: -1.21 1.47 0.72
H: -1.05 -0.30 0.53
H: -3.39 0.77 0.66
H: -3.14 -0.54 -0.48
H: -3.12 1.19 -1.07

Computed properties:
HOMO energy	-2.63	eV
HOMO-LUMO gap	6.60	eV
total energy	-17209.819	eV
ΔE to the lowest compared entry with this formula, charge and spin	8.71	kcal/mol
net charge	-1
maximum force	1.240	eV/A

---

The lowest total energy belongs to which entry? C15H39AsCuN4O5PSTe2

---

The highest total energy belongs to which entry? C2H7O2